# 1
This record from the Open Molecules 2025 dataset describes an isolated molecule of C3H8ClN in a non-equilibrium geometry. The level of theory is the ωB97M-V functional and the def2-TZVPD basis.

Last column: Löwdin charge in e.
CARTESIAN COORDINATES (ANGSTROEM)
C  -1.737  -0.812  0.047  -0.17
C  0.386  0.439  0.468  -0.37
C  1.803  0.677  -0.290  -0.51
H  -1.775  -1.356  0.984  0.06
H  -2.367  0.157  0.029  0.08
H  -2.168  -1.580  -0.678  0.08
H  -0.636  0.144  -1.446  0.18
H  0.476  -0.096  1.535  0.12
H  -0.428  1.357  0.769  0.14
H  2.462  1.424  0.285  0.08
H  1.802  1.081  -1.262  0.04
N  -0.350  -0.463  -0.463  -0.23
Cl  2.532  -0.971  0.022  0.50

Summary:
- 2S+1 = 1
- SMILES = CNCCCl
- DFT total energy (Eh) = -633.96128


# 2
This record from the Open Molecules 2025 dataset describes a structure of composition C11H24ClILaN2O2PS in a non-equilibrium geometry. The level of theory is the ωB97M-V functional and the def2-TZVPD basis.

Last column: Löwdin charge in e.
CARTESIAN COORDINATES (ANGSTROEM)
C  -0.773  -2.465  -1.066  -0.03
C  0.404  -1.563  -1.205  -0.43
H  -0.437  -3.466  -1.400  0.14
H  -1.635  -2.125  -1.684  0.09
H  -1.156  -2.574  -0.020  0.09
O  1.579  -1.849  -1.047  0.13
I  0.933  3.028  0.632  0.29
La  -0.920  0.443  0.958  1.07
P  0.014  0.401  -2.092  0.81
C  1.644  0.969  -2.673  -0.20
C  -0.493  -0.536  -3.581  -0.20
H  -1.977  1.849  -2.125  0.03
H  -0.877  2.120  -3.539  0.08
H  -0.464  2.807  -1.914  -0.01
C  -0.931  1.965  -2.450  -0.21
H  -1.539  -0.855  -3.467  0.07
H  -0.403  0.144  -4.440  0.08
H  1.503  1.275  -3.721  0.08
H  2.374  0.153  -2.613  0.07
H  0.167  -1.410  -3.724  0.09
H  1.971  1.829  -2.075  0.03
C  1.733  0.202  0.377  -0.38
O  2.881  0.225  0.272  0.09
Cl  -3.312  0.261  -0.004  -0.19
C  1.414  2.168  4.623  -0.08
C  -0.038  1.836  4.863  -0.19
N  -0.514  0.727  3.959  -0.04
C  0.153  -0.473  3.863  -0.85
S  -0.279  -1.674  2.732  0.62
N  1.236  -0.707  4.637  0.01
C  1.105  -0.763  6.155  -0.18
C  -0.223  -1.224  6.685  -0.07
H  2.060  1.299  4.734  0.06
H  1.744  2.908  5.368  0.11
H  1.547  2.582  3.619  0.02
H  -0.235  1.593  5.913  0.11
H  -0.652  2.706  4.612  0.13
H  -1.536  0.621  3.908  0.13
H  1.743  -1.505  4.265  0.12
H  1.865  -1.457  6.485  0.13
H  1.336  0.231  6.517  0.10
H  -0.543  -2.179  6.265  0.09
H  -0.123  -1.385  7.771  0.11
H  -1.031  -0.492  6.570  0.08

Summary:
- 2S+1 = 1
- DFT total energy (Eh) = -2222.05220
- charge = +2


# 3
This record from the Open Molecules 2025 dataset describes a structure of composition C20H28AsCl2F2N4OSW. The level of theory is the ωB97M-V functional and the def2-TZVPD basis.

Last column: Löwdin charge in e.
CARTESIAN COORDINATES (ANGSTROEM)
W  0.568  -0.199  0.042  1.01
F  1.615  2.364  5.015  0.16
C  1.484  1.286  4.274  -0.25
C  0.474  1.231  3.337  0.01
C  0.338  0.069  2.579  -0.22
C  1.195  -1.035  2.770  -0.10
C  2.219  -0.900  3.709  -0.20
F  3.066  -1.915  3.869  0.13
C  2.382  0.238  4.461  0.16
C  0.826  -2.316  2.124  -0.21
C  0.857  -3.539  2.764  0.06
C  0.281  -4.637  2.136  0.04
C  -0.316  -4.476  0.892  0.01
C  -0.287  -3.239  0.292  -0.08
N  0.299  -2.178  0.885  -0.08
H  -0.215  2.060  3.236  0.15
H  3.173  0.313  5.198  0.17
H  1.287  -3.627  3.751  0.14
H  0.275  -5.601  2.628  0.14
H  -0.800  -5.304  0.395  0.14
H  -0.730  -3.075  -0.678  0.10
N  2.776  -0.902  0.016  -0.03
N  3.142  -1.643  -1.131  -0.01
C  2.299  -1.820  -2.159  -0.70
N  2.724  -2.496  -3.203  0.18
S  0.692  -1.184  -2.153  0.70
H  3.405  -0.100  0.088  0.11
H  2.960  -1.488  0.832  0.12
H  4.091  -1.994  -1.167  0.19
H  3.658  -2.877  -3.280  0.15
H  2.114  -2.633  -3.997  0.14
C  -2.296  -0.217  -3.531  -0.15
C  -1.641  1.055  -2.982  -0.41
As  -1.603  1.072  -1.030  1.17
C  -3.429  0.619  -0.544  -0.37
C  -4.408  1.540  -1.274  -0.12
C  -1.433  2.948  -0.454  -0.38
C  -1.274  3.949  -1.598  -0.14
H  -2.250  -0.209  -4.620  0.10
H  -3.345  -0.282  -3.250  0.07
H  -1.801  -1.125  -3.187  0.02
H  -2.201  1.940  -3.275  0.08
H  -0.623  1.178  -3.351  0.04
H  -3.512  0.749  0.531  0.06
H  -3.592  -0.433  -0.767  0.08
H  -4.216  2.589  -1.049  0.07
H  -5.414  1.315  -0.922  0.10
H  -4.402  1.414  -2.355  0.07
H  -0.596  2.996  0.243  0.02
H  -2.333  3.155  0.124  0.08
H  -0.414  3.724  -2.231  0.06
H  -1.147  4.952  -1.189  0.09
H  -2.156  3.977  -2.235  0.08
Cl  1.745  1.760  -1.494  0.58
C  2.277  3.148  -0.467  -0.84
Cl  2.152  2.642  1.204  0.67
H  1.604  3.975  -0.667  0.05
H  3.302  3.381  -0.731  0.06
O  -1.992  -0.131  1.939  0.13
C  -0.853  -0.067  1.639  -0.43

Summary:
- 2S+1 = 3
- <S²> = 2.037
- DFT total energy (Eh) = -4893.35128
- charge = +3


# 4
This record from the Open Molecules 2025 dataset describes a cluster of 9 separate species, C24H76NO32P8 in total in a non-equilibrium geometry. The level of theory is the ωB97M-V functional and the def2-TZVPD basis.

Last column: Löwdin charge in e.
CARTESIAN COORDINATES (ANGSTROEM)
N  0.294  -0.472  0.131  0.28
H  0.843  0.170  -0.422  0.06
H  0.819  -0.810  0.926  0.05
H  0.089  -1.261  -0.465  0.03
H  -0.587  -0.075  0.423  0.04
C  -1.817  -1.482  -4.963  -0.11
O  -0.771  -0.583  -5.216  -0.22
P  -0.344  0.430  -4.028  0.50
O  -0.628  -0.086  -2.650  -0.24
O  1.236  0.653  -4.362  -0.23
C  2.157  -0.451  -4.506  -0.06
O  -1.026  1.837  -4.490  -0.23
C  -2.419  2.207  -4.176  -0.06
H  -2.241  -1.713  -5.941  0.10
H  -2.607  -0.939  -4.446  0.07
H  -1.475  -2.337  -4.380  0.08
H  1.723  -1.447  -4.421  0.06
H  2.971  -0.374  -3.786  0.08
H  2.562  -0.390  -5.516  0.10
H  -3.075  1.339  -4.107  0.07
H  -2.857  2.809  -4.973  0.10
H  -2.551  2.691  -3.208  0.06
C  -3.696  -6.522  -0.583  -0.13
O  -4.345  -6.171  0.584  -0.20
P  -3.542  -5.513  1.819  0.51
O  -2.570  -6.460  2.440  -0.25
O  -2.857  -4.156  1.233  -0.22
C  -1.764  -3.547  1.861  -0.11
O  -4.756  -4.941  2.798  -0.24
C  -4.691  -5.159  4.204  -0.11
H  -3.868  -5.846  -1.422  0.10
H  -4.150  -7.484  -0.821  0.10
H  -2.624  -6.696  -0.493  0.07
H  -2.069  -2.744  2.533  0.07
H  -1.177  -3.123  1.046  0.07
H  -1.082  -4.238  2.357  0.08
H  -5.661  -5.371  4.655  0.09
H  -4.081  -4.413  4.713  0.09
H  -4.187  -6.116  4.339  0.07
C  0.274  4.940  -4.761  -0.11
O  0.306  5.642  -3.554  -0.23
P  -0.586  5.241  -2.220  0.54
O  -2.037  5.073  -2.535  -0.25
O  0.204  3.937  -1.552  -0.24
C  -0.507  3.011  -0.780  -0.11
O  -0.317  6.345  -1.092  -0.23
C  -0.946  7.571  -0.844  -0.09
H  -0.689  5.035  -5.263  0.10
H  0.418  3.903  -4.459  0.06
H  1.094  5.206  -5.428  0.10
H  -0.538  2.050  -1.294  0.07
H  -1.571  3.248  -0.778  0.08
H  -0.166  2.940  0.253  0.07
H  -1.675  7.765  -1.631  0.09
H  -0.115  8.277  -0.831  0.09
H  -1.430  7.671  0.128  0.09
C  3.051  3.160  -3.182  -0.14
O  3.974  2.215  -2.833  -0.21
P  3.904  1.468  -1.376  0.58
O  2.607  0.801  -1.122  -0.22
O  5.229  0.411  -1.370  -0.24
C  6.535  0.801  -1.747  -0.13
O  4.414  2.670  -0.359  -0.24
C  3.453  3.448  0.364  -0.09
H  3.593  4.045  -3.516  0.11
H  2.336  3.469  -2.418  0.07
H  2.403  2.868  -4.008  0.07
H  6.734  0.565  -2.793  0.09
H  7.426  0.532  -1.180  0.09
H  6.619  1.887  -1.783  0.08
H  3.761  4.493  0.332  0.10
H  3.379  3.021  1.364  0.07
H  2.521  3.305  -0.183  0.06
C  2.431  -0.938  5.494  -0.06
O  1.861  -1.137  4.193  -0.25
P  2.502  -2.013  3.045  0.48
O  1.657  -2.036  1.823  -0.23
O  2.694  -3.469  3.793  -0.22
C  1.653  -4.080  4.516  -0.11
O  3.991  -1.440  2.937  -0.19
C  4.259  -0.152  2.420  -0.09
H  3.323  -1.538  5.672  0.10
H  1.713  -1.182  6.277  0.09
H  2.556  0.136  5.634  0.08
H  0.864  -3.422  4.879  0.09
H  2.079  -4.393  5.469  0.09
H  1.371  -4.966  3.947  0.10
H  4.885  -0.192  1.529  0.09
H  4.826  0.518  3.067  0.09
H  3.324  0.372  2.223  0.07
C  -4.858  2.832  2.028  -0.10
O  -3.640  2.254  1.620  -0.23
P  -3.536  0.658  1.240  0.57
O  -2.139  0.190  0.941  -0.24
O  -4.621  0.481  0.021  -0.22
C  -4.471  1.262  -1.166  -0.09
O  -4.198  -0.090  2.547  -0.23
C  -4.724  -1.402  2.444  -0.10
H  -4.679  3.371  2.959  0.10
H  -5.666  2.112  2.148  0.09
H  -5.084  3.613  1.301  0.09
H  -4.956  0.876  -2.063  0.10
H  -3.465  1.356  -1.576  0.06
H  -4.802  2.265  -0.900  0.09
H  -4.138  -2.020  3.124  0.07
H  -4.667  -1.819  1.439  0.09
H  -5.755  -1.567  2.756  0.10
C  3.275  -2.878  -1.116  -0.06
O  2.441  -3.070  -2.275  -0.22
P  0.925  -3.530  -2.122  0.52
O  0.045  -2.784  -1.187  -0.23
O  0.431  -3.720  -3.673  -0.22
C  1.318  -4.158  -4.647  -0.14
O  1.063  -5.093  -1.636  -0.23
C  -0.087  -5.924  -1.422  -0.09
H  4.267  -3.326  -1.162  0.10
H  2.751  -3.321  -0.270  0.07
H  3.440  -1.838  -0.835  0.07
H  1.450  -5.219  -4.860  0.10
H  2.296  -3.691  -4.532  0.08
H  1.066  -3.758  -5.629  0.09
H  -0.272  -6.012  -0.351  0.08
H  0.086  -6.917  -1.836  0.10
H  -0.953  -5.423  -1.855  0.08
C  0.696  4.951  2.228  -0.12
O  -0.210  3.991  2.618  -0.18
P  0.241  2.571  3.128  0.45
O  1.078  1.813  2.127  -0.25
O  0.814  2.844  4.587  -0.19
C  2.174  3.274  4.769  -0.09
O  -1.171  1.809  3.372  -0.21
C  -1.234  0.490  3.877  -0.10
H  1.763  4.744  2.308  0.08
H  0.517  5.962  2.595  0.10
H  0.575  5.126  1.159  0.08
H  2.833  2.903  3.984  0.08
H  2.496  2.844  5.717  0.09
H  2.353  4.336  4.933  0.09
H  -1.505  0.549  4.931  0.10
H  -0.353  -0.061  3.548  0.08
H  -2.031  -0.157  3.510  0.05

Summary:
- 2S+1 = 1
- DFT total energy (Eh) = -6153.78117
- charge = +1


# 5
This record from the Open Molecules 2025 dataset describes a cluster of 8 separate species, C8H32O8 in total in a non-equilibrium geometry. The level of theory is the ωB97M-V functional and the def2-TZVPD basis.

Last column: Löwdin charge in e.
CARTESIAN COORDINATES (ANGSTROEM)
C  5.056  -13.050  12.059  -0.11
O  5.784  -14.266  12.290  -0.13
H  4.200  -13.049  12.732  0.09
H  5.683  -12.169  12.195  0.08
H  4.526  -12.959  11.111  0.08
H  5.760  -14.826  11.511  0.10
C  3.549  -19.553  16.898  -0.13
O  4.241  -19.410  18.160  -0.13
H  2.825  -20.367  16.853  0.08
H  3.140  -18.604  16.552  0.07
H  4.428  -19.682  16.267  0.05
H  4.148  -18.494  18.432  0.06
C  9.593  -13.999  12.386  -0.16
O  9.557  -15.022  13.401  -0.12
H  9.817  -13.028  12.828  0.07
H  10.327  -14.248  11.619  0.08
H  8.674  -13.869  11.816  0.06
H  8.765  -14.848  13.914  0.01
C  7.401  -12.564  14.688  -0.14
O  7.305  -13.939  14.470  -0.15
H  6.402  -12.128  14.664  0.08
H  7.919  -12.221  15.584  0.09
H  7.964  -12.121  13.867  0.07
H  6.802  -14.012  13.655  0.01
C  7.384  -20.542  16.966  -0.14
O  7.993  -21.389  15.980  -0.13
H  6.440  -20.977  17.296  0.07
H  7.935  -20.516  17.906  0.08
H  7.257  -19.546  16.542  0.06
H  7.360  -21.846  15.422  0.04
C  5.942  -18.022  13.670  -0.16
O  5.575  -16.718  13.919  -0.13
H  6.397  -18.025  12.680  0.09
H  6.623  -18.301  14.474  0.08
H  5.069  -18.662  13.800  0.07
H  6.269  -16.091  14.135  0.05
C  4.690  -15.181  16.550  -0.18
O  4.263  -14.413  17.666  -0.10
H  5.525  -15.861  16.716  0.08
H  3.878  -15.780  16.137  0.07
H  4.942  -14.614  15.654  0.06
H  3.925  -15.116  18.225  0.07
C  4.091  -21.949  13.551  -0.17
O  4.926  -22.477  14.525  -0.12
H  3.070  -21.760  13.883  0.08
H  4.493  -20.999  13.198  0.07
H  4.102  -22.734  12.796  0.08
H  5.655  -22.844  14.020  0.08

Summary:
- 2S+1 = 1
- SMILES = CO.CO.CO.CO.CO.CO.CO.CO
- DFT total energy (Eh) = -925.71805